# 1
ORCA calculation (ωB97M-V/def2-TZVPD) on C52H66CdClN7O4S2 as an isolated structure.

```
133
C52H66CdClN7O4S2 | OMol25 | ωB97M-V/def2-TZVPD
Cd -1.04 -1.71 0.36
C -3.11 -2.93 -5.32
C -2.67 -1.48 -5.13
C -1.75 -1.32 -3.96
C -0.39 -1.23 -3.96
C 0.54 -1.26 -5.13
C 1.10 -2.66 -5.38
C 0.02 -1.16 -2.56
C 1.34 -1.07 -2.08
C 1.83 -1.02 -0.75
C 3.23 -0.98 -0.34
C 4.40 -1.04 -1.27
C 4.71 -2.47 -1.72
C 3.23 -0.94 1.02
C 1.83 -0.95 1.45
C 1.35 -0.94 2.77
C 0.03 -1.02 3.25
N -1.07 -1.09 2.48
C -2.17 -1.18 3.25
C -3.49 -1.29 2.78
C -3.97 -1.35 1.46
N -3.21 -1.31 0.35
C -3.97 -1.39 -0.75
C -3.49 -1.37 -2.07
C -2.17 -1.30 -2.56
N -1.08 -1.21 -1.79
C -5.37 -1.49 -0.32
C -5.37 -1.47 1.04
C -6.55 -1.53 1.96
C -6.98 -0.15 2.46
C -6.54 -1.66 -1.24
C -6.70 -3.11 -1.70
C -1.74 -1.17 4.66
C -0.39 -1.07 4.66
C 0.55 -1.07 5.83
C 1.12 -2.47 6.09
C -2.66 -1.31 5.83
C -3.09 -2.77 6.06
N 1.06 -1.00 0.35
C 4.41 -0.95 1.95
C 4.72 -2.36 2.47
H -3.84 -3.02 -6.14
H -3.57 -3.32 -4.41
H -2.26 -3.57 -5.55
H -3.55 -0.84 -4.99
H -2.18 -1.12 -6.03
H 1.37 -0.57 -4.95
H 0.03 -0.90 -6.02
H 1.63 -3.03 -4.51
H 1.78 -2.68 -6.24
H 0.29 -3.37 -5.58
H 2.11 -1.06 -2.84
H 5.28 -0.61 -0.78
H 4.20 -0.43 -2.15
H 4.96 -3.10 -0.86
H 5.55 -2.50 -2.42
H 3.84 -2.93 -2.20
H 2.12 -0.91 3.54
H -4.25 -1.36 3.55
H -4.26 -1.44 -2.84
H -6.30 -2.17 2.82
H -7.38 -2.02 1.45
H -6.17 0.34 2.99
H -7.84 -0.22 3.13
H -7.26 0.48 1.62
H -6.42 -1.01 -2.11
H -7.46 -1.33 -0.74
H -5.80 -3.46 -2.20
H -7.54 -3.22 -2.38
H -6.86 -3.77 -0.84
H 0.02 -0.71 6.72
H 1.37 -0.37 5.64
H 0.32 -3.18 6.29
H 1.80 -2.46 6.95
H 1.66 -2.84 5.22
H -3.55 -0.70 5.67
H -2.17 -0.93 6.73
H -3.53 -3.19 5.16
H -3.81 -2.85 6.87
H -2.22 -3.38 6.31
H 4.21 -0.29 2.80
H 5.28 -0.54 1.44
H 3.86 -2.79 2.97
H 5.56 -2.34 3.17
H 4.97 -3.02 1.64
C 2.60 2.43 -0.26
C 2.79 3.49 0.83
C 4.19 4.09 0.63
C 2.79 2.81 2.20
C 1.69 4.60 0.77
O 2.07 5.71 1.61
C 1.37 5.10 -0.65
C 2.39 6.02 -1.36
C 2.92 5.47 -2.66
C 2.04 5.00 -3.64
C 2.50 4.50 -4.85
C 3.86 4.46 -5.08
Cl 4.45 3.84 -6.60
C 4.76 4.92 -4.13
C 4.28 5.42 -2.93
C 0.36 4.19 1.43
N -0.37 3.13 0.79
C -0.48 1.84 1.17
N -1.15 1.15 0.28
C -1.47 2.08 -0.65
N -1.03 3.30 -0.39
H 3.34 1.64 -0.12
H 2.76 2.85 -1.26
H 1.63 1.94 -0.25
H 4.92 3.29 0.75
H 4.42 4.86 1.37
H 4.33 4.49 -0.37
H 3.70 2.22 2.31
H 1.96 2.11 2.33
H 2.77 3.54 3.01
H 2.70 6.25 1.14
H 0.42 5.63 -0.59
H 1.16 4.23 -1.27
H 3.25 6.26 -0.73
H 1.90 6.97 -1.57
H 0.97 5.00 -3.45
H 1.81 4.12 -5.59
H 5.82 4.87 -4.33
H 4.99 5.77 -2.19
H -0.26 5.09 1.46
H 0.54 3.88 2.46
H -0.04 1.44 2.07
H -2.03 1.85 -1.54
O 1.07 -6.26 0.00
S -0.37 -6.12 -0.19
O -0.76 -6.07 -1.61
O -1.14 -7.10 0.58
S -0.90 -4.27 0.65
```

For the strongest force on any atom, the calculation gives 1.20 eV/A. As for the total charge: -2. The orbital gap is 3.87 eV. Its relative energy (zero: lowest compared OMol25 entry of this formula, charge and spin) is 36.80 kcal/mol. The calculation puts the total energy at -4129.79432 a.u.

Löwdin population analysis, charges in e, atoms 1 to 2: atom 1 (Cd): 1.179, atom 2 (C): -0.086

---

# 2
ORCA calculation (ωB97M-V/def2-TZVPD) on C52H69BrFIrN4O3P as an isolated structure.

```
132
C52H69BrFIrN4O3P | OMol25 | ωB97M-V/def2-TZVPD
Ir -1.23 -0.01 -1.76
C 0.41 4.82 -2.66
C 0.96 3.69 -1.79
C 1.80 2.73 -2.63
C -0.16 2.98 -1.05
C -1.28 2.51 -1.73
C -2.44 2.07 -1.04
C -3.84 2.59 -1.48
C -3.75 3.77 -2.46
C -4.92 1.59 -1.92
C -2.32 1.88 0.38
C -1.28 2.45 1.09
C -0.22 2.98 0.34
C -1.41 2.78 2.58
C -0.20 2.44 3.45
C -1.72 4.28 2.70
C -3.49 1.24 1.02
C -4.34 2.00 1.82
C -5.44 1.43 2.44
C -5.67 0.08 2.28
C -4.85 -0.68 1.47
C -3.77 -0.11 0.78
P -2.70 -1.16 -0.28
C -1.67 -2.09 0.99
C -1.23 -1.06 2.04
C -2.49 -3.15 1.73
C -0.44 -2.79 0.37
C -3.82 -2.38 -1.21
C -4.48 -1.67 -2.40
C -2.90 -3.53 -1.66
C -4.99 -3.04 -0.47
H 1.23 5.45 -3.00
H -0.30 5.45 -2.12
H -0.09 4.43 -3.55
H 1.60 4.13 -1.03
H 1.17 2.14 -3.31
H 2.37 2.04 -2.01
H 2.50 3.29 -3.25
H -1.38 2.74 -2.78
H -4.21 3.02 -0.55
H -3.55 3.47 -3.48
H -2.98 4.49 -2.16
H -4.70 4.29 -2.46
H -5.82 2.14 -2.18
H -5.18 0.91 -1.11
H -4.61 1.03 -2.79
H 0.59 3.47 0.88
H -2.25 2.23 2.98
H 0.73 2.84 3.05
H -0.10 1.37 3.60
H -0.34 2.88 4.44
H -0.86 4.88 2.41
H -1.98 4.54 3.73
H -2.55 4.58 2.06
H -4.14 3.06 1.95
H -6.09 2.04 3.05
H -6.51 -0.40 2.79
H -5.06 -1.72 1.38
H -2.09 -0.71 2.62
H -0.73 -0.21 1.60
H -0.54 -1.56 2.73
H -3.35 -2.73 2.26
H -1.83 -3.59 2.49
H -2.82 -3.96 1.09
H 0.10 -2.17 -0.33
H -0.71 -3.72 -0.12
H 0.25 -3.04 1.19
H -3.80 -1.13 -3.04
H -5.25 -0.99 -2.06
H -4.96 -2.45 -3.01
H -1.90 -3.20 -1.90
H -3.32 -4.00 -2.55
H -2.82 -4.29 -0.88
H -5.83 -2.37 -0.34
H -4.74 -3.50 0.48
H -5.34 -3.85 -1.13
F 2.42 0.69 4.18
C 2.93 0.27 3.01
C 2.09 0.24 1.94
C 2.53 -0.16 0.67
C 1.64 -0.20 -0.48
O 0.42 0.17 -0.35
C 2.25 -0.62 -1.67
C 3.59 -0.94 -1.72
N 4.39 -0.93 -0.67
C 5.81 -1.24 -0.85
C 6.35 -2.52 -0.28
C 6.20 -2.35 -1.76
C 3.88 -0.54 0.57
C 4.73 -0.50 1.67
C 4.30 -0.09 2.92
N 5.18 -0.06 4.02
C 4.76 0.34 5.37
C 5.94 0.23 6.33
N 6.74 -1.00 5.98
C 7.41 -0.83 4.63
C 6.60 0.14 3.79
C 1.54 -0.66 -2.94
O 2.04 -0.86 -4.01
O 0.21 -0.44 -2.87
H 1.07 0.55 2.06
H 4.02 -1.21 -2.67
H 6.44 -0.36 -0.82
H 5.64 -3.18 0.20
H 7.34 -2.51 0.15
H 5.42 -2.92 -2.25
H 7.08 -2.20 -2.36
H 5.75 -0.81 1.53
H 3.96 -0.31 5.71
H 4.40 1.37 5.43
H 5.59 0.12 7.36
H 6.63 1.06 6.29
H 6.12 -1.81 5.95
H 7.44 -1.19 6.70
H 7.47 -1.82 4.18
H 8.42 -0.47 4.81
H 6.87 -0.02 2.75
H 6.88 1.18 4.01
C -0.90 -4.22 -5.31
C -1.51 -2.85 -5.16
C -2.20 -2.22 -6.19
C -2.66 -0.94 -6.01
C -2.46 -0.32 -4.79
Br -2.99 1.47 -4.64
N -1.87 -0.92 -3.76
C -1.37 -2.15 -3.98
H -1.33 -4.75 -6.15
H -1.05 -4.82 -4.41
H 0.18 -4.15 -5.48
H -2.35 -2.73 -7.14
H -3.15 -0.40 -6.81
H -0.78 -2.58 -3.19
```

For the strongest force on any atom, the calculation gives 1.93 eV/A. As for the total charge: +3. The orbital gap (alpha / beta) is 6.39 / 6.39 eV. Its relative energy (zero: lowest compared OMol25 entry of this formula, charge and spin) is 25.58 kcal/mol. The calculation puts the total energy at -5586.30619 a.u.

Löwdin population analysis, charges in e, atoms 1 to 2: atom 1 (Ir): 1.300, atom 2 (C): -0.045